A molecular structure, C25H37IrN3O5SSi at a distorted geometry, computed with ωB97M-V/def2-TZVPD.

Output
E_HOMO (spin up / spin down)	-9.821 / -10.953	eV
M	711.96	g mol⁻¹
2S+1	5
<S²>	6.04
charge	+1
strongest force on any atom	1.5	eV Å⁻¹

Positions of all 73 atoms, in Å:
Ir 1.73330 1.28944 -0.48127
O 5.38321 -0.26397 3.25770
C 4.28003 -0.00947 3.97061
C 4.36626 -0.19929 5.35058
C 3.28438 0.05177 6.16507
C 2.08308 0.51723 5.62646
C 1.97661 0.70021 4.26919
C 3.05573 0.42934 3.41326
C 2.85651 0.60052 1.98669
O 1.77734 1.16853 1.54797
N 3.78690 0.14930 1.12361
N 3.41302 0.34608 -0.12219
C 4.10296 -0.08559 -1.23616
C 3.53939 0.27905 -2.44485
C 4.07952 -0.08099 -3.70785
C 3.50036 0.37846 -4.85319
C 2.37834 1.22491 -4.76014
C 1.87345 1.54585 -3.51992
N 2.38356 1.07820 -2.37660
H 5.20686 -0.15732 2.31163
H 5.30819 -0.55205 5.74831
H 3.36992 -0.11649 7.23019
H 1.24510 0.73758 6.27274
H 1.05099 1.04252 3.82650
H 5.00562 -0.67359 -1.13805
H 4.95830 -0.71084 -3.72706
H 3.89960 0.10710 -5.82025
H 1.91753 1.63428 -5.64661
H 1.03138 2.21516 -3.42325
C -0.83864 -2.74781 -1.10992
C 0.09566 -1.96029 -0.19816
C 1.54936 -2.29201 -0.50578
C -0.20542 -2.24171 1.27154
O -0.05419 -0.53761 -0.47381
Si -1.38917 0.41820 -0.35272
S -0.32901 2.29084 -0.73797
O -1.95296 0.38168 1.14223
C -3.23708 0.59513 1.77370
C -4.20756 -0.49537 1.33082
C -3.75409 1.97765 1.39659
C -2.98600 0.50524 3.27223
O -2.56478 0.16990 -1.41255
C -2.97916 0.50767 -2.74951
C -4.02251 -0.52958 -3.14052
C -1.78196 0.45016 -3.68783
C -3.58339 1.90720 -2.72615
H -0.77239 -3.81069 -0.87912
H -0.56960 -2.60073 -2.15739
H -1.87174 -2.42729 -0.96219
H 1.72597 -3.35908 -0.37754
H 2.20518 -1.74811 0.17698
H 1.79066 -2.01579 -1.53467
H 0.10071 -3.25453 1.53174
H -1.27036 -2.13339 1.47031
H 0.33547 -1.53306 1.90072
H -4.33069 -0.47941 0.24896
H -5.17864 -0.33635 1.79927
H -3.83863 -1.47825 1.62924
H -3.89147 2.04884 0.31581
H -3.04327 2.74369 1.71027
H -4.70933 2.16330 1.88622
H -2.53673 -0.45515 3.52623
H -3.93072 0.60246 3.80700
H -2.31599 1.30240 3.59560
H -3.58462 -1.52829 -3.12701
H -4.39998 -0.32167 -4.14155
H -4.85693 -0.50458 -2.43973
H -1.31101 -0.53384 -3.64299
H -1.05373 1.20608 -3.39198
H -2.09746 0.64286 -4.71270
H -4.48844 1.92112 -2.11842
H -3.84294 2.22266 -3.73678
H -2.86987 2.62156 -2.31159